Entry 1:
{"formula": "C11H25Br3N3O2V", "method": "the ωB97M-V functional and the def2-TZVPD basis", "species": ["O", "V", "C", "C", "N", "C", "C", "N", "C", "C", "H", "H", "H", "H", "H", "H", "H", "H", "H", "H", "H", "C", "N", "C", "C", "C", "C", "O", "H", "H", "H", "H", "H", "H", "H", "H", "H", "H", "H", "H", "H", "H", "Br", "Br", "Br"], "coordinates": [[1.025, -2.598, 0.726], [0.874, -4.129, 1.059], [5.847, 1.889, -0.372], [4.405, 1.438, -0.545], [3.584, 1.576, 0.655], [3.421, 2.677, 1.435], [2.589, 2.361, 2.465], [2.175, 1.068, 2.223], [2.804, 0.595, 1.146], [1.254, 0.276, 3.030], [6.486, 1.994, -1.243], [6.388, 1.263, 0.339], [5.798, 2.881, 0.089], [4.370, 0.420, -0.930], [3.921, 2.075, -1.289], [3.871, 3.632, 1.223], [2.253, 2.946, 3.302], [2.645, -0.364, 0.674], [0.256, 0.232, 2.598], [1.034, 0.800, 3.959], [1.715, -0.698, 3.149], [-3.953, 0.989, -0.364], [-3.075, -0.218, -0.645], [-1.835, -0.049, 0.159], [-3.814, -1.477, -0.308], [-2.643, -0.246, -2.094], [-3.725, -0.621, -3.099], [-4.875, 0.183, -3.001], [-4.039, 0.974, 0.720], [-4.895, 0.916, -0.892], [-3.456, 1.910, -0.663], [-1.152, -0.879, -0.015], [-2.131, 0.016, 1.205], [-1.417, 0.918, -0.118], [-4.868, -1.387, -0.551], [-3.626, -1.676, 0.743], [-3.405, -2.291, -0.904], [-1.821, -0.959, -2.213], [-2.135, 0.681, -2.377], [-3.893, -1.692, -2.957], [-3.309, -0.628, -4.112], [-4.665, 1.030, -3.410], [0.933, -6.450, 2.458], [2.572, -4.850, -0.998], [-1.488, -4.523, -0.257]], "mulliken_spin": [-0.17, 1.29, 0.00, 0.00, 0.00, 0.00, 0.00, 0.00, 0.00, 0.00, 0.00, 0.00, 0.00, 0.00, 0.00, 0.00, 0.00, 0.00, 0.00, 0.00, 0.00, 0.00, 0.00, 0.00, 0.00, 0.00, 0.00, 0.00, 0.00, 0.00, 0.00, 0.00, 0.00, 0.00, 0.00, 0.00, 0.00, 0.00, 0.00, 0.00, 0.00, 0.00, -0.03, -0.06, -0.03], "s2": 0.7911, "orbital_gap_ev": [7.03, 7.20], "total_charge": 1, "spin_multiplicity": 2, "de_lowest_kj_mol": 0.0, "lumo_ha": [-0.1215, -0.1163]}

***

Entry 2:
{"formula": "C12H36O10", "method": "the ωB97M-V functional and the def2-TZVPD basis", "species": ["O", "C", "C", "O", "H", "H", "H", "H", "H", "H", "O", "C", "C", "O", "H", "H", "H", "H", "H", "H", "O", "C", "C", "O", "H", "H", "H", "H", "H", "H", "O", "C", "C", "O", "H", "H", "H", "H", "H", "H", "C", "C", "O", "H", "H", "H", "H", "H", "H", "C", "C", "O", "H", "H", "H", "H", "H", "H"], "coordinates": [[22.680, -26.834, 9.738], [22.083, -27.054, 8.445], [22.463, -28.367, 7.823], [22.261, -29.402, 8.737], [22.323, -25.959, 9.905], [21.006, -27.132, 8.590], [22.183, -26.259, 7.707], [23.530, -28.262, 7.624], [21.908, -28.649, 6.929], [22.553, -28.993, 9.555], [7.423, -20.205, -1.620], [8.457, -20.097, -0.545], [9.217, -21.323, -0.216], [8.477, -22.160, 0.653], [7.042, -21.055, -1.388], [9.150, -19.357, -0.944], [7.896, -19.688, 0.296], [10.118, -21.070, 0.343], [9.570, -21.900, -1.070], [8.313, -21.667, 1.461], [26.922, -19.570, 11.856], [27.186, -20.528, 10.767], [26.446, -20.189, 9.489], [25.110, -20.282, 9.665], [26.037, -19.235, 12.014], [28.233, -20.505, 10.466], [27.185, -21.576, 11.066], [26.777, -20.791, 8.643], [26.812, -19.208, 9.187], [24.656, -20.256, 8.819], [19.414, -20.143, 5.136], [18.864, -19.068, 4.689], [18.279, -19.395, 3.253], [16.931, -19.856, 3.268], [18.707, -20.792, 5.166], [18.038, -18.779, 5.340], [19.674, -18.340, 4.708], [18.890, -20.083, 2.669], [18.199, -18.563, 2.554], [16.885, -20.802, 3.425], [14.853, -25.938, 8.228], [14.964, -24.705, 7.415], [16.158, -24.576, 6.620], [13.883, -25.931, 8.727], [15.702, -26.007, 8.908], [14.722, -26.796, 7.569], [15.031, -23.799, 8.017], [14.052, -24.705, 6.817], [16.251, -25.439, 6.210], [13.814, -27.827, 1.409], [14.998, -28.905, 1.198], [16.127, -28.593, 2.162], [12.893, -28.142, 0.918], [13.948, -26.788, 1.110], [13.491, -27.819, 2.450], [15.433, -28.804, 0.204], [14.785, -29.962, 1.357], [16.918, -29.076, 1.910]], "nbo_charge": [-0.72, -0.11, -0.08, -0.71, 0.48, 0.16, 0.17, 0.15, 0.19, 0.47, -0.72, -0.11, -0.11, -0.72, 0.46, 0.19, 0.17, 0.17, 0.20, 0.46, -0.75, -0.08, -0.08, -0.71, 0.49, 0.18, 0.17, 0.16, 0.15, 0.48, -0.69, -0.07, -0.11, -0.73, 0.45, 0.15, 0.17, 0.17, 0.18, 0.46, -0.64, -0.07, -0.72, 0.22, 0.21, 0.20, 0.18, 0.15, 0.46, -0.64, -0.06, -0.76, 0.21, 0.22, 0.21, 0.17, 0.18, 0.46], "orbital_gap_ev": 10.07, "total_charge": 0, "de_lowest_kj_mol": 272.8, "lumo_ha": 0.0085, "smiles": "OCCO.OCCO.OCCO.OCCO.CCO.CCO"}

***

Entry 3:
{"formula": "C30H31BF6N5OPPtS2Te", "method": "the ωB97M-V functional and the def2-TZVPD basis", "species": ["Pt", "C", "N", "C", "C", "N", "B", "N", "C", "C", "N", "C", "C", "S", "C", "S", "H", "H", "H", "H", "H", "H", "H", "H", "H", "H", "H", "H", "N", "C", "C", "C", "C", "C", "C", "P", "C", "C", "C", "C", "C", "C", "C", "C", "C", "C", "C", "C", "H", "H", "H", "H", "H", "H", "H", "H", "H", "H", "H", "H", "H", "H", "H", "H", "Te", "C", "C", "O", "C", "F", "F", "F", "C", "F", "F", "F", "H", "H", "H"], "coordinates": [[0.525, -0.112, 0.293], [-2.009, 1.431, 1.735], [-0.968, 2.358, 2.159], [-0.939, 3.010, 3.365], [0.162, 3.794, 3.355], [0.808, 3.630, 2.156], [2.110, 4.484, 1.836], [3.167, 3.731, 0.976], [3.682, 4.253, -0.188], [4.576, 3.382, -0.690], [4.614, 2.313, 0.177], [5.455, 1.149, 0.008], [3.734, 2.530, 1.196], [3.448, 1.490, 2.522], [0.111, 2.739, 1.433], [0.421, 2.213, -0.192], [-2.815, 1.476, 2.463], [-1.628, 0.412, 1.689], [-2.389, 1.723, 0.758], [-1.692, 2.850, 4.116], [0.553, 4.455, 4.109], [1.773, 5.451, 1.193], [2.583, 4.761, 2.910], [3.365, 5.213, -0.553], [5.187, 3.422, -1.575], [6.277, 1.409, -0.656], [4.892, 0.323, -0.423], [5.845, 0.840, 0.975], [0.160, -3.487, 0.106], [-0.291, -3.673, -1.177], [-0.316, -4.982, -1.697], [-0.754, -5.245, -2.973], [-1.190, -4.210, -3.800], [-1.146, -2.921, -3.318], [-0.689, -2.622, -2.026], [-0.614, -0.861, -1.586], [-2.354, -0.338, -1.544], [-2.698, 0.997, -1.766], [-4.017, 1.404, -1.652], [-5.001, 0.491, -1.291], [-4.662, -0.833, -1.052], [-3.344, -1.249, -1.184], [0.107, -0.058, -3.055], [1.495, 0.083, -3.081], [2.123, 0.649, -4.180], [1.369, 1.089, -5.259], [-0.012, 0.959, -5.237], [-0.642, 0.387, -4.141], [0.293, -4.328, 0.645], [-0.183, -2.728, 0.691], [0.008, -5.793, -1.055], [-0.764, -6.267, -3.331], [-1.545, -4.411, -4.802], [-1.464, -2.112, -3.964], [-1.930, 1.718, -2.018], [-4.277, 2.439, -1.836], [-6.030, 0.813, -1.197], [-5.424, -1.547, -0.767], [-3.084, -2.285, -1.003], [2.075, -0.247, -2.228], [3.200, 0.754, -4.191], [1.857, 1.538, -6.115], [-0.603, 1.303, -6.076], [-1.721, 0.295, -4.134], [2.415, -1.505, 1.418], [-0.859, -0.625, 4.401], [-0.643, -1.847, 3.497], [-0.222, -1.531, 2.236], [0.386, -2.770, 4.201], [1.510, -2.080, 4.480], [0.750, -3.812, 3.434], [-0.060, -3.272, 5.366], [-1.997, -2.593, 3.370], [-2.865, -1.828, 2.675], [-1.887, -3.756, 2.705], [-2.584, -2.864, 4.549], [0.028, 0.004, 4.334], [-1.030, -0.905, 5.440], [-1.720, -0.066, 4.044]], "mulliken_spin": [1.06, -0.04, 0.03, 0.02, 0.00, 0.03, -0.03, 0.03, 0.00, 0.02, 0.01, 0.02, 0.02, 0.26, 0.00, 0.25, 0.00, 0.04, 0.00, 0.00, 0.00, 0.00, 0.01, 0.00, 0.00, 0.00, 0.00, 0.00, 0.05, 0.00, 0.01, 0.00, 0.01, 0.01, -0.01, 0.28, -0.03, 0.02, -0.01, 0.02, -0.01, 0.03, 0.00, -0.04, 0.00, 0.00, 0.00, 0.01, 0.02, -0.01, 0.00, 0.00, 0.00, 0.00, 0.02, 0.00, 0.00, 0.00, 0.00, 0.05, 0.00, 0.00, 0.00, 0.00, 1.88, -0.01, -0.04, -0.02, 0.00, 0.01, 0.01, 0.00, 0.01, 0.00, 0.00, 0.00, 0.01, 0.00, 0.00], "s2": 6.0202, "orbital_gap_ev": [7.59, 5.45], "total_charge": 0, "spin_multiplicity": 5, "de_lowest_kj_mol": 128.0, "lumo_ha": [0.0144, -0.0726]}

***

Entry 4:
{"formula": "C7H28N14O7", "method": "the ωB97M-V functional and the def2-TZVPD basis", "species": ["N", "C", "N", "O", "H", "H", "H", "H", "N", "C", "N", "O", "H", "H", "H", "H", "N", "C", "N", "O", "H", "H", "H", "H", "N", "C", "N", "O", "H", "H", "H", "H", "N", "C", "N", "O", "H", "H", "H", "H", "N", "C", "N", "O", "H", "H", "H", "H", "N", "C", "N", "O", "H", "H", "H", "H"], "coordinates": [[-5.694, 12.309, -5.091], [-6.137, 13.140, -6.010], [-6.272, 12.668, -7.251], [-6.332, 14.362, -5.844], [-5.612, 11.332, -5.331], [-5.018, 12.587, -4.394], [-6.183, 13.383, -7.959], [-6.086, 11.703, -7.486], [-5.695, 12.761, 1.979], [-6.028, 13.766, 1.186], [-4.917, 14.375, 0.729], [-7.056, 14.130, 0.965], [-4.708, 12.621, 2.138], [-6.319, 12.251, 2.587], [-5.004, 15.244, 0.221], [-4.005, 14.057, 1.022], [2.400, 16.514, -9.575], [3.536, 15.981, -9.245], [4.487, 16.711, -9.673], [3.758, 14.918, -8.625], [1.530, 16.009, -9.483], [2.329, 17.414, -10.026], [4.368, 17.597, -10.144], [5.364, 16.244, -9.490], [6.009, 13.431, 1.833], [6.919, 14.356, 1.642], [7.521, 14.206, 0.499], [7.013, 15.397, 2.250], [5.838, 12.793, 1.069], [5.378, 13.469, 2.621], [8.212, 14.848, 0.137], [7.277, 13.422, -0.089], [0.701, 13.507, -4.139], [1.221, 14.010, -3.036], [2.377, 14.540, -3.323], [0.761, 13.898, -1.852], [1.286, 13.422, -4.958], [-0.015, 12.807, -4.013], [2.651, 14.551, -4.295], [3.056, 14.828, -2.633], [-1.750, 8.001, -1.752], [-0.821, 7.364, -2.288], [-1.328, 6.795, -3.347], [0.370, 7.443, -2.040], [-1.461, 8.371, -0.858], [-2.670, 7.586, -1.718], [-0.814, 6.248, -4.023], [-2.192, 7.221, -3.652], [-0.633, 9.821, -9.093], [-1.841, 9.372, -9.324], [-2.196, 9.195, -10.597], [-2.685, 9.044, -8.441], [-0.322, 9.746, -8.136], [-0.039, 10.100, -9.861], [-1.667, 9.415, -11.429], [-3.182, 9.009, -10.713]], "nbo_charge": [-0.83, 0.75, -0.84, -0.67, 0.38, 0.41, 0.41, 0.38, -0.85, 0.76, -0.86, -0.61, 0.37, 0.40, 0.41, 0.37, -0.82, 0.74, -0.82, -0.70, 0.40, 0.38, 0.39, 0.41, -0.83, 0.74, -0.82, -0.66, 0.38, 0.41, 0.41, 0.37, -0.82, 0.75, -0.81, -0.69, 0.38, 0.41, 0.38, 0.41, -0.80, 0.73, -0.83, -0.66, 0.40, 0.38, 0.40, 0.38, -0.82, 0.75, -0.83, -0.71, 0.42, 0.40, 0.39, 0.41], "orbital_gap_ev": 9.47, "total_charge": 0, "de_lowest_kj_mol": 549.0, "lumo_ha": -0.0020, "smiles": "NC(N)=O.NC(N)=O.NC(N)=O.NC(N)=O.NC(N)=O.NC(N)=O.NC(N)=O"}

***

Entry 5:
{"formula": "C15H31MnNO3P2", "method": "the ωB97M-V functional and the def2-TZVPD basis", "species": ["P", "P", "C", "C", "H", "H", "H", "H", "C", "H", "H", "H", "C", "H", "H", "H", "C", "H", "H", "H", "C", "H", "H", "H", "Mn", "C", "C", "C", "C", "C", "C", "C", "C", "C", "H", "H", "H", "H", "H", "H", "H", "H", "H", "H", "H", "H", "H", "H", "H", "O", "N", "O", "O"], "coordinates": [[0.064, 1.943, -1.241], [-1.654, 1.226, 1.287], [0.419, 0.313, -0.389], [-0.798, -0.170, 0.410], [1.273, 0.476, 0.293], [0.722, -0.464, -1.117], [-1.556, -0.627, -0.246], [-0.521, -0.934, 1.158], [-0.769, 1.317, 2.874], [-1.300, 2.008, 3.541], [0.247, 1.699, 2.718], [-0.715, 0.329, 3.345], [-3.319, 0.662, 1.715], [-3.295, -0.311, 2.217], [-3.930, 0.587, 0.809], [-3.781, 1.402, 2.379], [1.678, 2.653, -1.662], [1.545, 3.529, -2.302], [2.316, 1.916, -2.160], [2.162, 3.013, -0.749], [-0.659, 1.386, -2.822], [-1.659, 0.971, -2.651], [-0.038, 0.633, -3.324], [-0.779, 2.255, -3.476], [-1.516, 3.397, 0.066], [0.076, -3.867, 0.897], [0.883, -3.263, 1.772], [2.384, -3.359, 1.870], [3.135, -3.649, 0.548], [2.799, -2.733, -0.600], [1.794, -2.870, -1.471], [0.803, -3.999, -1.574], [0.484, -4.746, -0.256], [-0.966, 4.838, -1.401], [-1.013, -3.806, 1.048], [0.435, -2.722, 2.617], [2.677, -4.147, 2.591], [2.746, -2.412, 2.306], [4.215, -3.555, 0.761], [2.968, -4.697, 0.270], [3.523, -1.919, -0.749], [1.725, -2.161, -2.307], [1.149, -4.757, -2.303], [-0.126, -3.584, -2.002], [-0.342, -5.446, -0.471], [1.349, -5.366, 0.015], [-1.980, 4.839, -1.868], [-0.157, 4.746, -2.130], [-0.801, 5.743, -0.792], [-4.106, 6.234, 0.165], [-2.992, 5.972, 0.631], [-2.045, 6.768, 0.697], [-2.750, 4.706, 1.061]], "mulliken_spin": [-0.02, 0.01, -0.02, -0.02, 0.01, 0.01, 0.00, 0.00, 0.00, 0.00, 0.01, 0.00, 0.00, 0.00, 0.00, 0.00, 0.00, 0.00, 0.00, 0.00, 0.01, 0.00, 0.00, 0.00, 4.85, 0.00, 0.00, 0.00, 0.00, 0.00, 0.00, 0.00, 0.00, 0.15, 0.00, 0.00, 0.00, 0.00, 0.00, 0.00, 0.00, 0.00, 0.00, 0.00, 0.00, 0.00, -0.01, -0.02, -0.01, 0.01, 0.01, 0.01, 0.02], "s2": 8.7598, "orbital_gap_ev": [6.03, 7.65], "total_charge": 0, "spin_multiplicity": 6, "de_lowest_kj_mol": 0.0, "lumo_ha": [0.0080, -0.0010]}

***

Entry 6:
{"formula": "C12H17N3OP", "method": "the ωB97M-V functional and the def2-TZVPD basis", "species": ["C", "P", "O", "C", "C", "N", "N", "C", "C", "C", "N", "H", "H", "H", "H", "H", "H", "H", "H", "H", "H", "H", "C", "C", "C", "C", "C", "C", "H", "H", "H", "H", "H", "H"], "coordinates": [[-1.832, -1.919, 0.294], [-0.654, -2.109, -1.247], [-1.227, -3.555, -2.029], [1.078, -2.358, -0.450], [1.597, -3.824, 0.168], [2.911, -4.058, 0.828], [3.753, -2.995, 0.952], [3.617, -1.560, 0.496], [2.201, -1.131, -0.268], [1.844, 0.367, -0.825], [3.092, 0.961, -1.496], [-1.152, -1.924, 1.276], [-2.537, -2.849, 0.395], [-2.376, -0.883, 0.287], [-2.217, -3.645, -1.869], [0.797, -4.702, 0.056], [4.672, -3.199, 1.455], [4.445, -0.758, 0.693], [1.411, 1.070, 0.029], [1.034, 0.284, -1.693], [2.809, 1.262, -2.475], [3.788, 0.181, -1.682], [-2.304, 4.050, -0.439], [-2.977, 4.293, 0.757], [-2.932, 3.353, 1.787], [-2.204, 2.174, 1.623], [-1.528, 1.933, 0.428], [-1.581, 2.868, -0.605], [-2.343, 4.780, -1.243], [-3.538, 5.215, 0.888], [-3.462, 3.540, 2.717], [-2.165, 1.444, 2.428], [-0.960, 1.015, 0.301], [-1.059, 2.677, -1.539]], "nbo_charge": [-0.97, 1.10, -0.96, -0.29, 0.02, -0.14, -0.28, 0.03, 0.04, -0.30, -0.83, 0.25, 0.26, 0.28, 0.51, 0.28, 0.45, 0.29, 0.25, 0.24, 0.38, 0.36, -0.21, -0.20, -0.20, -0.24, -0.18, -0.22, 0.22, 0.22, 0.22, 0.21, 0.17, 0.21], "orbital_gap_ev": 6.04, "total_charge": 1, "lumo_ha": -0.2054}

***

Number 1: calculated total energy -256187.4230 eV. Number 2: calculated total energy -33497.1144 eV. Number 3: calculated total energy -99594.0983 eV. Number 4: calculated total energy -42909.5145 eV. Number 5: calculated total energy -73582.6416 eV. Number 6: calculated total energy -28511.7491 eV.